(1)
ORCA calculation (ωB97M-V with the def2-TZVPD basis set) on C28H36HfN6OSe2Te2 as an isolated structure.

The geometry in ORCA input format:
```
! RIJCOSX wB97M-V def2-TZVPD def2/J DEFGRID3
* xyz 0 1
H -1.0420 -2.4650 4.3054
N -1.2804 0.9457 -1.0120
N -1.6240 5.6674 0.9104
H -1.9988 -2.9716 -5.6259
Se 2.9613 -1.5412 -1.6671
H -3.2836 3.2099 0.8207
H 5.0845 -1.0517 0.9801
C -0.7092 -2.5539 -2.4694
H 1.8686 1.2010 5.7147
H 3.5666 1.2304 3.9281
C 0.1105 4.1205 -0.1811
H -1.3308 -2.8267 2.5979
H -0.6781 3.4275 2.1468
H -1.9154 -0.8846 0.9607
H -4.1833 1.8098 -1.7767
Se 0.6845 1.5699 -3.5314
C 0.3235 -1.9611 -4.6521
C -0.8205 5.0248 0.3869
H 4.8185 1.7562 2.2015
C -0.9996 -2.1627 -3.9007
H -4.9111 3.2612 0.1417
C -1.6146 -2.1739 3.4237
C 4.3199 -0.9448 1.7506
H -1.2886 -4.6916 -2.4658
C -4.0141 2.6530 0.2360
C -1.8682 -0.9010 -3.9409
N 1.4868 4.7741 -2.2482
Hf 0.9576 0.2097 -1.2357
H 0.8964 -2.8903 -4.6602
C 1.0236 -0.1993 2.2090
H -2.8327 -1.0913 -3.4630
H 2.9959 0.0638 0.4565
C 3.4184 0.2512 1.4447
C -0.4663 -3.8119 -0.6217
H -1.9155 -0.1503 3.9114
H 0.0138 1.8514 2.1625
C -0.0600 -2.4997 -0.3796
H -2.0160 0.7585 1.5970
C 1.6346 0.8099 4.7333
N 0.7312 -0.6884 0.8995
H -4.2663 1.7357 0.7655
C -0.8900 -3.8435 -1.9368
C 0.0351 -0.2173 3.2154
Te 4.2378 -0.2551 -3.4145
C 0.3835 0.2846 4.4708
C -3.4637 2.3503 -1.1599
Te 3.0044 2.0447 -2.7661
H -0.4599 -4.6174 0.0958
O 1.0356 1.9590 -0.0572
C -2.2451 1.5537 -1.0986
H -1.1872 -4.2001 -4.6601
H 0.9439 -1.1915 -4.1997
H 0.5182 -2.6046 1.6721
H -2.6701 -2.3638 3.6283
H 4.8111 -0.8153 2.7178
N -0.3191 2.6409 1.6279
C -1.4193 -0.6883 3.0992
N -0.2143 -1.7187 -1.5257
H -2.7158 -3.4996 -4.0992
C 2.5814 0.8329 3.7258
C -1.7729 -3.2820 -4.6045
C -2.1804 -0.2914 1.8350
C 4.2235 1.5431 1.3122
C 0.4152 -1.9506 0.8093
H 3.5723 2.3964 1.1178
H -2.0477 -0.6042 -4.9762
C 2.3011 0.3270 2.4621
H 0.1234 -1.6657 -5.6847
H 4.9172 1.4493 0.4746
H -3.2065 3.2732 -1.6848
H -1.3964 -0.0656 -3.4306
C 0.3116 2.8931 0.4566
C 0.8651 4.4851 -1.3213
H -0.3659 0.2809 5.2537
H -3.2485 -0.4382 2.0134
H 3.7453 -1.8723 1.7793
*
```

The calculation puts the gap between HOMO and LUMO at 6.92 eV. The HOMO energy is -7.45 eV.

(2)
ORCA calculation (ωB97M-V with the def2-TZVPD basis set) on a 15-piece molecular cluster, C51H112B7F28N12O4 overall in a non-equilibrium geometry.

The geometry in ORCA input format:
```
! RIJCOSX wB97M-V def2-TZVPD def2/J DEFGRID3
* xyz 1 1
H 2.0657 0.4414 -0.5956
H 3.8103 -1.5296 5.2074
H -5.1792 4.8945 -2.3966
O -1.9897 -7.5946 1.4721
H 2.3934 -4.3780 9.1474
H 6.6487 -7.0600 -4.0464
H 2.1682 0.1827 6.0894
C 5.2551 0.3173 6.3985
H -1.9627 -0.5357 0.1564
F 3.3686 1.7817 1.8389
B 3.3774 1.0689 3.0360
C 3.4341 -2.4305 8.5296
C -2.3467 -5.1487 2.9847
F -1.1615 4.6168 2.1622
H 2.2637 -3.2946 -3.6057
H -2.1365 -5.9422 3.7017
H -4.0529 7.5160 -3.0789
H -7.9858 1.7242 0.2534
H 7.9000 -5.0176 -1.3425
H 2.9052 -2.8584 5.9193
N -0.5350 2.0191 -6.6438
H 9.0696 -2.5781 -1.1678
H 1.4969 -2.0431 -5.7519
H -7.1067 2.3708 -1.0137
H -0.9663 2.6997 -1.7800
H -1.5243 8.2368 -2.5566
C -0.0137 3.3305 -6.1975
H 3.5926 0.1960 7.7838
H -1.7563 -4.4276 1.1034
H -1.5394 1.6987 0.5253
H 1.0196 -1.7565 -2.0614
H -0.5520 -5.3436 1.8423
N -1.7047 6.8662 -0.8745
C -0.5210 1.5113 -7.9610
N 5.5903 -5.2826 -3.7938
H 1.4455 4.6264 -1.7322
H 0.4424 7.0181 -0.9970
H -7.0910 3.1445 0.5891
C -2.1184 7.5385 -1.9859
H 2.7467 -1.6651 8.8896
B -3.4951 2.3872 -2.5254
N -5.7754 1.2061 2.0528
H -1.5615 1.2382 -4.8392
C -4.4002 0.5296 2.3068
H -6.9282 0.3368 3.5775
H -4.0947 -0.1966 1.5534
C 1.9208 -0.8761 6.0132
H 0.3511 0.6192 -2.3551
C 4.3383 -4.7822 -3.5069
C 1.5082 3.6650 -2.2421
H -2.3889 -3.0788 -5.8173
C 5.3590 -3.4371 -4.9331
C -7.0221 2.1948 0.0587
C 8.0276 -2.8339 -1.3598
H -1.9767 -4.1834 3.3302
O -6.6244 1.8996 5.1328
C -5.7950 2.5643 2.8297
H -6.3482 6.7305 -1.2671
C -1.8973 -6.5451 0.8713
H 3.6772 -5.0988 -2.7137
H -0.8232 0.5007 2.6003
F -0.1167 8.0839 -4.3444
H 5.1788 1.3263 -2.6843
F 1.8827 -5.8523 -1.0591
C -2.6327 -0.9096 -6.2991
C -4.9206 5.2214 -1.3895
C 5.1188 1.2278 -1.6004
B 3.1694 1.0074 -5.1760
H -4.9200 1.8304 0.3923
N 7.0919 -1.7963 -0.9696
H 2.0729 -3.5107 -6.1659
H 0.1491 1.8363 0.9805
C -0.3168 -0.0893 -1.8651
H 5.2018 -7.2477 -3.0217
H 5.4266 1.3641 6.6489
H -7.5058 -1.9497 2.3504
H -0.7931 -1.6356 6.2481
H -8.0016 3.3858 4.7208
C 5.5909 -0.6056 0.1611
F -3.1943 2.5703 -1.1603
H -0.4442 3.6743 -0.3683
H 6.5739 -4.3516 -0.8512
F 3.4056 1.1438 -6.5469
H 7.1763 -4.6331 -5.1288
C -3.4389 7.1153 -2.2859
H 6.5629 -2.4412 0.9834
H -0.6616 -2.2902 -1.8790
C -1.3412 0.3922 -7.9749
F -2.6510 3.3077 -3.2064
B 0.5085 7.0150 -4.9300
B -2.2599 3.9188 2.6013
N -1.5384 -5.2513 1.6458
C -1.3281 1.1633 -5.8911
H -0.8952 -0.7471 7.7285
C -0.3794 6.8784 -0.2946
H -0.4298 3.6139 -5.2308
H -1.3925 0.0863 -1.8623
C -0.2811 -0.8746 6.8371
H -1.6774 -0.2959 -8.7364
C 6.1679 -4.4832 -4.7722
F 2.1087 0.6976 3.3589
F -2.0093 2.9719 3.5504
C 1.3864 -0.1675 0.0009
H -3.5404 -0.9179 -6.9024
H 1.9684 -3.7536 7.5882
H -6.6974 3.1519 2.6613
H 1.0604 3.2586 -6.0264
H -1.8215 -2.4651 -7.3962
H 7.9987 -3.0241 -2.4327
H -5.7483 -1.5647 2.3084
F -3.0802 1.1441 -2.9553
C 5.4483 -2.6643 7.0985
C 2.9834 -2.8215 -4.2737
H -1.3898 -5.5710 -0.9943
F -2.4514 -3.2883 -0.4085
F -4.2457 -1.9395 -0.2755
H -2.5129 5.1576 0.2001
H -6.9533 5.2303 -0.5658
C -5.8737 1.3132 0.4969
F -3.6106 -3.1373 1.4790
F -4.6126 -4.0991 -0.2663
C 6.7364 -0.6722 -1.7274
C -6.0726 5.8650 -0.6646
H 5.1467 -3.6322 6.6979
F 3.7370 2.0139 3.9852
H 6.1201 -0.1160 5.8963
H 3.1433 -2.1928 -6.3787
H 1.5086 0.1400 1.0394
H 6.6895 -6.4547 -2.4673
F 4.2878 -0.0006 2.9405
H -8.5505 1.8350 4.3872
H 7.1017 -0.3810 -2.7011
C -0.3272 2.7287 -0.8976
C -0.7977 -0.5151 2.2058
F 3.4991 2.2073 -4.5338
H 5.0521 -0.3942 8.5101
O 1.0327 -1.1590 7.1287
C -7.9182 2.3666 5.0983
N -0.1419 0.2361 -0.3121
H 4.7877 -0.1876 0.7497
H 6.0090 -2.8132 8.0213
H -0.3428 0.0320 6.2351
H -0.3034 -1.6661 -3.3392
H 1.0984 3.7066 -3.2513
C -2.1327 -6.2501 -0.5760
H -8.4780 2.3989 6.0330
H -3.3855 -5.0808 2.6615
C -2.6994 5.9576 -0.5011
B -3.7665 -3.1459 0.0941
C -0.5226 1.7030 0.1325
H -0.4023 7.6629 0.4618
C -6.7450 -1.2555 1.9935
C 6.4884 -1.6495 0.2526
C -0.0172 -1.5174 -2.2980
C 4.5055 -0.3589 7.5678
C -1.0202 -0.7525 0.6591
H -0.2784 5.9362 0.2441
F 1.8412 0.7927 -5.1314
C 6.0086 -6.5740 -3.3101
H 1.5131 -1.2482 -0.0641
H 0.1110 2.0552 -8.6474
H 2.5434 3.3572 -2.3895
H -5.6547 3.5566 4.7445
F 0.5798 -4.4085 0.0345
C 2.8003 -3.8478 8.2863
N 5.8402 0.0915 -1.0418
H -3.1167 -5.7879 -0.6549
H -0.2993 4.1134 -6.9000
F 0.7754 -4.3797 -2.1787
H 5.3367 2.1379 -1.0415
H -2.1484 -7.1941 -1.1208
C 7.6391 -4.1577 -0.7257
N 4.1771 -3.6459 -4.2393
F -2.7730 3.4155 1.5032
H 0.1297 -0.9593 2.5674
H -4.6683 2.1857 4.6613
F 0.0347 5.9106 -4.2730
F -4.8767 2.5733 -2.7018
H -4.7488 4.3009 -0.8317
H 4.5191 0.5396 5.6258
H 6.0566 -2.2736 6.2829
N 4.1135 -1.8239 7.3057
H -5.7374 0.3619 -0.0175
C -1.8860 -2.2576 -6.3281
F 3.9397 0.0092 -4.5824
H 5.5266 -2.6250 -5.6251
F -3.1788 4.7857 3.1113
C 2.4262 -2.6068 -5.6698
F 0.1251 6.9409 -6.2404
H -3.6706 1.3385 2.3438
H 3.5409 -4.4736 7.7884
H 3.1384 -1.8680 -3.7689
H -5.8189 6.2090 0.3381
H 1.3681 -1.1496 5.1143
H 4.2600 -2.5586 9.2293
H 7.9023 -4.3043 0.3219
C 3.1819 -1.8125 6.0519
H -0.7230 -1.7856 0.4791
H -2.9633 -0.7191 -5.2780
H -1.4924 -1.1172 2.7914
H -4.3715 0.1100 3.3124
C -5.6639 2.5292 4.3804
O 0.9984 2.6566 -1.3650
F 1.9080 7.1347 -4.8222
N -3.7732 6.0338 -1.3790
N -1.7882 0.1675 -6.6908
H -0.8663 -2.1548 -5.9571
C -6.8872 0.2104 2.4956
H -5.0133 3.1615 2.3603
B 1.4399 -4.5727 -1.0145
H -7.8323 0.6834 2.2289
H -6.9022 -1.3276 0.9173
F 2.5803 -3.8238 -1.0072
H 4.0916 1.0380 -1.2891
*
```

The calculation puts the gap between HOMO and LUMO at 8.08 eV. The HOMO energy is -10.25 eV.

(3)
ORCA calculation (ωB97M-V with the def2-TZVPD basis set) on a 2-piece molecular cluster, C6H14N2O2 overall in a non-equilibrium geometry.

The geometry in ORCA input format:
```
! RIJCOSX wB97M-V def2-TZVPD def2/J DEFGRID3
* xyz 0 1
H 0.4577 0.9457 -0.5318
H 1.5264 -1.1409 -0.2405
N -1.5345 -1.4907 0.4985
C -1.1347 -0.9121 1.7966
H -3.4037 -1.4402 -1.4770
H -2.0439 -0.3716 2.0102
C -2.3439 -1.3992 -1.7850
H -0.7923 -1.5382 2.6052
C 2.5095 -0.6272 -0.1756
H 1.9489 3.4108 0.0879
H 2.9891 -1.2983 0.5847
C 2.3344 0.7816 0.2865
H 2.9707 -0.5729 -1.1629
O 3.1478 1.2091 1.1050
H -2.2169 -2.5061 -1.8479
N 1.1628 1.4110 0.0343
H 0.4774 3.2484 -0.8906
H -2.2482 -0.8876 -2.7497
C -1.7386 -0.7071 -0.6114
H 0.3258 3.1140 0.8941
C 1.0066 2.8740 0.0131
H -1.4761 -2.5167 0.4373
H -0.4203 -0.0709 1.6353
O -1.5039 0.4850 -0.5161
*
```

The calculation puts the gap between HOMO and LUMO at 9.69 eV. The HOMO energy is -9.11 eV. As for the structure (SMILES): CNC(C)=O.CNC(C)=O.

(4)
ORCA calculation (ωB97M-V with the def2-TZVPD basis set) on C6H7Br as an isolated structure in a non-equilibrium geometry.

The geometry in ORCA input format:
```
! RIJCOSX wB97M-V def2-TZVPD def2/J DEFGRID3
* xyz 0 1
C 0.5875 -0.6951 2.4243
C 0.8450 0.7537 0.1738
H 1.2887 -0.0883 3.1345
H 0.3373 1.7071 0.4252
Br -1.6819 -3.1558 -0.4421
H -0.6272 1.7181 -1.8479
H -1.8269 0.5000 -2.0292
C 0.5411 -0.5052 1.0853
C -0.0790 0.0634 -0.8171
H 0.0017 -1.4375 2.9380
H -0.2688 0.3888 -2.9160
C -0.2523 -0.9123 0.0191
H 1.9438 0.9982 -0.1106
C -0.8090 0.6649 -2.0373
*
```

The calculation puts the gap between HOMO and LUMO at 7.86 eV. The HOMO energy is -9.34 eV.

(5)
ORCA calculation (ωB97M-V with the def2-TZVPD basis set) on a 3-piece molecular cluster, C3H11NO3 overall in a non-equilibrium geometry.

The geometry in ORCA input format:
```
! RIJCOSX wB97M-V def2-TZVPD def2/J DEFGRID3
* xyz 0 1
O 1.4053 -1.5691 0.8159
H -0.7545 -2.2548 1.4347
H -0.3918 0.1082 2.6827
H -1.1919 1.9695 -2.0764
N -0.3434 1.5384 -2.3648
H -0.0061 -0.6134 -1.2644
H 1.4473 2.0835 -1.4156
H -1.4931 -3.4269 1.8969
C 0.8991 -0.0644 -0.9606
O -1.2662 -2.9656 1.0847
O -1.3420 -0.0664 2.5373
H 1.6673 -0.5988 -1.5182
C 0.6164 1.3950 -1.2511
H 0.1542 1.7909 -0.3338
H -1.7202 0.7115 2.1132
C 1.0778 -0.4597 0.5006
H 0.0794 2.0493 -3.1078
H 1.1624 0.3727 1.2268
*
```

The calculation puts the gap between HOMO and LUMO at 10.09 eV. The HOMO energy is -9.61 eV. As for the structure (SMILES): NCCC=O.O.O.

(6)
ORCA calculation (ωB97M-V with the def2-TZVPD basis set) on a 2-piece molecular cluster, C4H13N2O2 overall in a non-equilibrium geometry.

The geometry in ORCA input format:
```
! RIJCOSX wB97M-V def2-TZVPD def2/J DEFGRID3
* xyz 1 1
H 1.2065 2.5278 2.1795
H -0.8052 -2.0768 0.2089
C -0.4935 0.8847 -0.4910
H -1.2062 0.9029 -2.6161
H 0.3570 1.5565 -2.3095
C -0.8013 -1.2000 0.8947
H 0.9296 -1.1600 2.3820
N 0.3271 -0.5844 -2.2520
H -2.1619 0.2236 0.5082
H -0.9835 1.8615 -0.3333
H 0.5124 0.9286 -0.0789
H -1.5531 -1.5662 1.6129
O 1.4653 -1.0743 0.4639
H 0.6772 -0.5661 -3.2040
C 0.6116 -1.0937 1.3376
N -1.3691 -0.1470 0.0107
C -0.3222 0.7417 -1.9934
O 0.5183 1.9039 1.9482
H -0.2879 2.3647 2.2550
H 0.9682 -0.8250 -1.4686
H -0.3687 -1.3203 -2.0864
*
```

The calculation puts the gap between HOMO and LUMO at 9.89 eV. The HOMO energy is -13.03 eV.

(7)
ORCA calculation (ωB97M-V with the def2-TZVPD basis set) on a 2-piece molecular cluster, C4H10O overall in a non-equilibrium geometry.

The geometry in ORCA input format:
```
! RIJCOSX wB97M-V def2-TZVPD def2/J DEFGRID3
* xyz 0 1
H 1.4119 1.7254 2.4247
C -0.3741 0.6297 1.8715
H 1.0329 0.5437 3.5686
H -1.4310 -0.5278 -3.4958
H -0.6839 1.5215 1.3257
H 1.7911 0.1098 1.9230
H -0.4443 -0.2325 1.2129
H -1.1387 0.4269 2.6329
C -0.2281 -0.4019 -1.7327
H -0.7276 -2.1275 -2.8679
O 0.7929 -0.6643 -1.1490
H -0.8912 0.4187 -1.4177
C -0.5677 -1.0647 -3.0816
C 1.0506 0.6915 2.4841
H 0.4074 -1.0484 -3.6987
*
```

The calculation puts the gap between HOMO and LUMO at 10.97 eV. The HOMO energy is -9.93 eV. As for the structure (SMILES): CC=O.CC.

(8)
ORCA calculation (ωB97M-V with the def2-TZVPD basis set) on C19H21CoN7O3S4 as an isolated structure in a non-equilibrium geometry.

The geometry in ORCA input format:
```
! RIJCOSX wB97M-V def2-TZVPD def2/J DEFGRID3
* xyz 0 2
O -7.0591 0.0272 0.7479
H 0.1877 -1.3550 2.1350
C 2.5221 -3.0181 -6.0105
S -4.8282 1.4339 0.6483
H 2.0254 -2.6491 -3.9703
H 1.6979 3.7488 3.3119
N 0.3968 -0.5597 -4.2495
H 0.9920 0.6357 5.6583
N -0.1995 4.1131 1.7714
N 3.4856 -3.9195 -9.2651
Co -0.3162 -0.1809 -0.2798
H 1.6266 -1.0310 -2.5319
H 2.5740 0.9238 3.5797
N -1.4225 3.0703 3.4153
H 1.9410 2.7512 5.3008
N -0.0767 -0.4071 1.8848
H 1.7464 -0.5873 3.8377
C 1.0318 0.5145 2.1690
C 2.9712 -3.3587 -8.4034
C 0.8525 -0.8865 -6.6154
C 1.0471 -1.2629 -5.2917
N -0.0487 0.2202 -2.2477
C 1.5822 0.4656 3.5952
C 0.9360 2.5943 4.9168
H -1.4692 2.5983 4.3000
H 0.2245 -0.0414 -6.8598
N 0.8373 3.4211 3.7169
O 1.6799 -0.1370 -0.0208
H 0.2395 2.9697 5.6705
C 2.3218 -2.6482 -7.3376
H 0.6968 4.2573 1.3378
H -0.3312 0.8526 4.5349
C 0.7572 -0.5427 -2.9436
C 2.1469 0.2298 1.1148
H 1.3296 -1.2868 -8.6632
H -2.1024 2.8134 2.7019
H 0.6699 1.5095 1.9033
H -1.2583 0.3875 -5.2876
C -3.3899 -0.6687 -0.1207
H -0.9270 -0.1783 2.3870
S -2.0517 -1.6736 -0.5747
C 1.8837 -2.3339 -4.9952
H -1.7980 1.3433 -2.7845
H -0.9754 3.9416 1.1401
C -5.8772 0.0087 0.5160
C 1.4803 -1.5781 -7.6332
S -1.8852 1.6123 0.1027
C 0.7246 1.0905 4.7019
C -1.0002 0.7004 -3.1174
S -4.9832 -1.4161 -0.0180
H 3.1741 -3.8491 -5.7792
C -0.2563 3.5226 2.9719
C -0.7302 0.2427 -4.3630
C -3.3315 0.6440 0.1750
O 3.3173 0.3979 1.4271
*
```

The calculation puts the gap between HOMO and LUMO (spin up / spin down) at 6.01 / 5.99 eV. The HOMO energy (spin up / spin down) is -6.27 / -6.25 eV.

Results for total energy: -187200.31372 -161631.51306 -13524.16853 -76372.99591 -10920.93768 -11426.58566 -6356.70937 -117587.26116 (in eV, following the order of the records).